1.
Molecular formula: HIN3P
Method: DFT, ωB97M-V with the def2-TZVPD basis set

Geometry as XYZ:
```
6
Properties=species:S:1:pos:R:3
N -0.093 0.781 -0.500
N -1.101 0.581 0.030
N -2.035 2.288 0.053
P -3.471 1.826 0.107
I -3.593 -0.651 0.067
H 0.763 0.171 -0.602
```

spin multiplicity: 3
ΔE to the lowest compared entry with this formula, charge and spin: 16.1 kcal per mole
LUMO level (spin up / spin down): -0.45 / -2.50 eV
molar mass: 200.91 g mol⁻¹
E: -21870.547 eV
HOMO-LUMO gap (spin up / spin down): 6.7 / 7.0 eV

---

2.
Molecular formula: C21H16N3O9S2SeW
Method: DFT, ωB97M-V with the def2-TZVPD basis set

Geometry as XYZ:
```
53
Properties=species:S:1:pos:R:3
W 0.297 1.402 -1.233
O 4.590 3.432 2.726
C 3.714 2.903 1.871
C 4.074 2.431 0.599
C 3.076 1.915 -0.189
N 1.826 1.862 0.241
C 1.463 2.309 1.429
C 2.383 2.834 2.303
C -0.003 2.100 1.659
O -0.585 2.328 2.671
O -0.561 1.536 0.565
C 3.217 1.397 -1.590
O 4.196 1.433 -2.251
O 2.008 0.883 -2.007
H 5.478 3.469 2.347
H 5.089 2.476 0.225
H 2.086 3.197 3.276
S -1.821 0.331 -1.726
C -1.670 -0.573 -3.240
C -2.875 -0.744 -3.921
C -2.896 -1.454 -5.109
C -1.720 -1.982 -5.628
C -0.526 -1.804 -4.947
C -0.495 -1.105 -3.747
H -3.788 -0.314 -3.531
H -3.832 -1.583 -5.635
H -1.738 -2.530 -6.560
H 0.394 -2.210 -5.345
H 0.455 -0.994 -3.230
C 1.465 -2.119 2.669
N 0.114 -1.906 2.163
C -0.260 -1.426 0.963
Se 0.967 -0.968 -0.379
N -1.590 -1.395 0.915
C -2.119 -1.838 2.121
C -3.428 -1.972 2.568
C -3.584 -2.469 3.845
C -2.482 -2.819 4.646
C -1.185 -2.681 4.198
C -1.034 -2.179 2.910
H 2.183 -1.971 1.869
H 1.544 -3.138 3.041
H 1.663 -1.413 3.474
H -2.071 -0.992 0.109
H -4.274 -1.701 1.952
H -4.582 -2.593 4.242
H -2.659 -3.203 5.640
H -0.339 -2.946 4.817
O 1.246 3.387 -1.690
S -0.064 3.514 -2.441
O -0.992 3.131 -1.292
O -0.020 2.117 -3.129
O -0.336 4.636 -3.233
```

charge: +1
ΔE to the lowest compared entry with this formula, charge and spin: 20.2 kcal per mole
LUMO level: -5.86 eV
molar mass: 781.31 g mol⁻¹
E: -133773.610 eV
HOMO-LUMO gap: 5.3 eV

---

3.
Molecular formula: C6H15N2
Method: DFT, ωB97M-V with the def2-TZVPD basis set

Geometry as XYZ:
```
23
Properties=species:S:1:pos:R:3
C 2.238 1.593 0.130
C 3.301 2.238 -0.312
C 0.973 1.299 -1.772
N 1.409 0.788 -0.700
H 1.972 1.583 1.180
H 3.595 2.182 -1.349
H 3.906 2.805 0.377
H 0.401 0.689 -2.468
H 1.160 2.341 -2.034
C -1.759 -1.129 -0.897
C -1.401 -0.702 0.518
C -2.310 -1.299 1.575
N 0.028 -1.115 0.805
H -0.883 -1.145 -1.546
H -2.201 -2.125 -0.900
H -2.478 -0.438 -1.334
H -1.400 0.383 0.611
H -2.251 -2.382 1.572
H -3.341 -1.004 1.379
H -2.058 -0.942 2.573
H 0.702 -0.496 0.266
H 0.228 -1.039 1.803
H 0.171 -2.086 0.523
```

charge: +1
ΔE to the lowest compared entry with this formula, charge and spin: 37.6 kcal per mole
LUMO level: -2.89 eV
molar mass: 115.20 g mol⁻¹
E: -9438.340 eV
HOMO-LUMO gap: 10.3 eV

---

4.
Molecular formula: C39H66BaN4O3
Method: DFT, ωB97M-V with the def2-TZVPD basis set

Geometry as XYZ:
```
113
Properties=species:S:1:pos:R:3
Ba 0.171 -1.301 0.539
C -0.007 1.613 2.516
N -0.966 0.829 1.724
C -2.113 0.466 2.561
C -1.441 1.586 0.533
C -0.373 1.853 -0.554
N 0.200 0.635 -1.202
C 1.632 0.809 -1.637
C 2.564 1.451 -0.623
C 3.094 2.718 -0.874
C 3.892 3.372 0.059
C 4.138 2.689 1.246
C 3.650 1.422 1.556
C 2.835 0.777 0.597
O 2.217 -0.384 0.793
C 4.087 0.856 2.927
C 3.554 -0.537 3.279
C 5.619 0.757 2.958
C 3.621 1.803 4.042
C 4.512 4.761 -0.135
C 6.045 4.652 -0.147
C 4.087 5.688 1.016
C 4.069 5.389 -1.451
C -0.608 0.170 -2.383
C -2.107 0.008 -2.176
C -2.986 0.904 -2.775
C -4.368 0.820 -2.605
C -4.829 -0.255 -1.848
C -3.999 -1.208 -1.245
C -2.602 -1.044 -1.358
O -1.727 -1.775 -0.680
C -4.590 -2.425 -0.513
C -6.116 -2.454 -0.589
C -4.194 -2.439 0.970
C -4.082 -3.711 -1.186
C -5.321 1.858 -3.221
C -5.013 3.244 -2.645
C -6.788 1.523 -2.941
C -5.131 1.921 -4.740
H -0.446 2.576 2.830
H 0.911 1.822 1.962
H 0.267 1.056 3.414
H -2.622 1.357 2.958
H -1.783 -0.128 3.414
H -2.834 -0.115 1.983
H -1.839 2.559 0.863
H -2.281 1.043 0.102
H 0.444 2.420 -0.114
H -0.833 2.506 -1.307
H 1.644 1.435 -2.538
H 2.008 -0.183 -1.909
H 2.852 3.200 -1.819
H 4.765 3.178 1.986
H 3.873 -1.296 2.563
H 2.465 -0.583 3.329
H 3.959 -0.793 4.265
H 5.980 0.124 2.142
H 5.946 0.316 3.907
H 6.105 1.731 2.861
H 2.529 1.867 4.072
H 4.005 2.820 3.927
H 3.963 1.429 5.013
H 6.429 4.242 0.793
H 6.505 5.637 -0.293
H 6.379 3.995 -0.955
H 4.413 5.314 1.990
H 2.998 5.791 1.051
H 4.522 6.685 0.881
H 4.415 4.813 -2.315
H 4.493 6.394 -1.530
H 2.980 5.477 -1.518
H -0.183 -0.781 -2.716
H -0.470 0.901 -3.189
H -2.561 1.706 -3.382
H -5.896 -0.364 -1.724
H -6.584 -1.621 -0.053
H -6.475 -3.380 -0.128
H -6.482 -2.439 -1.620
H -4.584 -1.555 1.488
H -3.112 -2.460 1.090
H -4.621 -3.323 1.462
H -4.409 -3.747 -2.230
H -4.495 -4.588 -0.671
H -2.993 -3.766 -1.172
H -5.189 3.274 -1.566
H -5.647 4.005 -3.115
H -3.969 3.520 -2.822
H -7.024 1.527 -1.872
H -7.069 0.543 -3.340
H -7.431 2.269 -3.420
H -4.126 2.261 -5.006
H -5.849 2.619 -5.183
H -5.281 0.939 -5.197
C 3.220 -4.009 1.951
N 2.405 -5.066 1.365
C 2.543 -6.394 1.948
C 1.295 -4.701 0.670
O 0.874 -3.525 0.739
N 0.666 -5.617 -0.103
C 1.393 -6.706 -0.744
C -0.636 -5.283 -0.670
H 4.270 -4.299 1.907
H 2.955 -3.838 2.999
H 3.094 -3.076 1.413
H 2.715 -6.285 3.021
H 3.374 -6.962 1.526
H 1.628 -6.964 1.811
H 1.117 -7.689 -0.359
H 2.463 -6.570 -0.619
H 1.171 -6.685 -1.813
H -1.104 -4.467 -0.131
H -1.286 -6.157 -0.628
H -0.541 -4.975 -1.715
```

LUMO level: 0.10 eV
molar mass: 776.31 g mol⁻¹
E: -54314.249 eV
HOMO-LUMO gap: 6.9 eV

---

5.
Molecular formula: C6H12O
Method: DFT, ωB97M-V with the def2-TZVPD basis set

Geometry as XYZ:
```
19
Properties=species:S:1:pos:R:3
C 1.925 -0.794 -0.608
C 0.691 -0.274 0.110
O 1.033 -0.248 1.498
C 0.237 1.115 -0.353
C -1.174 1.264 0.239
C -1.758 -0.175 0.251
C -0.582 -1.111 -0.110
H 2.730 -0.053 -0.554
H 1.714 -1.009 -1.661
H 2.281 -1.710 -0.126
H 0.544 0.467 1.923
H 0.937 1.898 -0.041
H 0.190 1.128 -1.450
H -1.125 1.667 1.260
H -1.790 1.965 -0.331
H -2.577 -0.276 -0.469
H -2.174 -0.419 1.233
H -0.642 -1.406 -1.165
H -0.558 -2.025 0.491
```

ΔE to the lowest compared entry with this formula, charge and spin: 1.3 kcal per mole
LUMO level: 0.97 eV
molar mass: 100.16 g mol⁻¹
structure (SMILES): CC1(O)CCCC1
E: -8464.298 eV
HOMO-LUMO gap: 11.0 eV

---

6.
Molecular formula: H26O13
Method: DFT, ωB97M-V with the def2-TZVPD basis set

Geometry as XYZ:
```
39
Properties=species:S:1:pos:R:3
O -1.086 0.412 -2.372
H -0.396 0.206 -3.027
H -0.854 -0.341 -1.819
O 0.844 -3.537 1.418
H 0.198 -3.394 0.639
H 1.351 -2.723 1.427
O -2.596 2.606 0.702
H -3.211 2.090 0.175
H -1.709 2.352 0.432
O 1.151 1.014 -0.330
H 0.245 1.401 -0.406
H 1.044 0.563 0.512
O -0.803 3.000 2.723
H -1.596 2.741 2.176
H -0.029 2.765 2.209
O 1.611 -1.507 -3.570
H 2.220 -2.224 -3.416
H 2.198 -0.754 -3.403
O 0.208 3.260 -0.014
H 1.160 3.290 0.248
H 0.039 4.043 -0.566
O -0.445 -0.571 1.322
H 0.228 -1.210 1.709
H -0.402 -0.759 0.372
O 0.173 -2.185 -0.653
H 0.895 -2.780 -0.913
H -0.576 -2.298 -1.261
O -3.254 -0.438 0.426
H -4.031 -0.426 1.024
H -2.543 -0.765 1.011
O -1.585 -1.993 -2.509
H -1.182 -2.183 -3.378
H -2.452 -1.757 -2.930
O 2.308 -0.969 2.610
H 2.009 -1.753 2.393
H 3.112 -0.802 3.080
O 2.554 2.190 1.316
H 2.499 1.643 0.490
H 2.705 1.791 2.151
```

ΔE to the lowest compared entry with this formula, charge and spin: 97.7 kcal per mole
LUMO level: -0.27 eV
molar mass: 234.20 g mol⁻¹
E: -27037.712 eV
HOMO-LUMO gap: 9.4 eV

---

7.
Molecular formula: C7H16N2P
Method: DFT, ωB97M-V with the def2-TZVPD basis set

Geometry as XYZ:
```
26
Properties=species:S:1:pos:R:3
C 3.087 -2.958 -0.894
C -0.050 1.690 -0.526
C -1.936 0.199 -0.167
C 0.375 1.236 0.890
C -1.198 -0.520 0.772
C -2.258 1.995 -1.805
C 0.591 -0.686 2.353
N -1.364 1.218 -0.916
N 0.133 -0.193 1.042
P 1.821 -1.931 -1.239
H 3.251 -3.911 -1.373
H 3.540 -2.946 0.092
H 0.053 2.768 -0.462
H 0.771 1.216 -1.200
H 1.314 -2.736 -2.216
H -2.961 0.035 -0.485
H 1.501 1.432 1.086
H -0.257 1.889 1.509
H -1.620 -1.421 1.334
H -2.198 3.033 -1.709
H -2.136 1.641 -2.879
H -3.236 1.777 -1.481
H 0.420 -1.758 2.549
H 1.686 -0.377 2.294
H 0.018 -0.048 3.111
H 0.654 -0.642 0.318
```

charge: +1
spin multiplicity: 3
ΔE to the lowest compared entry with this formula, charge and spin: 49.9 kcal per mole
LUMO level (spin up / spin down): -4.01 / -7.41 eV
molar mass: 159.19 g mol⁻¹
E: -19773.264 eV
HOMO-LUMO gap (spin up / spin down): 3.5 / 3.3 eV

---

8.
Molecular formula: C2H7N3
Method: DFT, ωB97M-V with the def2-TZVPD basis set

Geometry as XYZ:
```
12
Properties=species:S:1:pos:R:3
N 0.906 -0.352 0.198
N 2.305 -0.314 0.134
N -1.955 -0.636 -0.331
C 0.098 0.707 -0.105
C -1.228 0.471 0.193
H 0.164 -0.894 0.823
H 2.705 0.172 0.935
H 2.617 0.105 -0.738
H -1.527 -1.135 -1.098
H -2.770 -1.067 0.077
H 0.542 1.617 -0.495
H -1.857 1.327 0.407
```

ΔE to the lowest compared entry with this formula, charge and spin: 91.2 kcal per mole
LUMO level: 1.12 eV
molar mass: 73.10 g mol⁻¹
structure (SMILES): N/C=C\NN
E: -6654.001 eV
HOMO-LUMO gap: 7.4 eV

---

9.
Molecular formula: C13H42N8O7
Method: DFT, ωB97M-V with the def2-TZVPD basis set

Geometry as XYZ:
```
70
Properties=species:S:1:pos:R:3
C 1.326 -5.595 2.229
O 2.627 -4.919 2.320
H 0.847 -5.857 3.173
H 0.585 -4.963 1.739
H 1.407 -6.471 1.585
H 2.568 -4.137 1.766
C 0.465 0.062 -0.920
O -0.543 0.390 -0.004
H 0.317 -0.728 -1.656
H 0.884 0.794 -1.610
H 1.358 -0.307 -0.417
H -0.466 1.312 0.250
C -6.013 -3.003 -2.937
O -6.718 -3.087 -1.997
N -5.084 -2.063 -3.055
N -6.028 -3.790 -3.990
H -4.901 -1.366 -2.347
H -4.555 -2.115 -3.914
H -6.768 -4.476 -4.025
H -5.377 -3.561 -4.727
C -1.355 0.359 7.480
O -0.598 0.022 8.422
N -1.914 1.498 7.364
N -1.502 -0.433 6.496
H -2.175 1.988 6.520
H -1.856 1.988 8.245
H -1.861 0.008 5.661
H -0.989 -1.302 6.517
C -2.230 7.396 -3.602
O -1.270 7.970 -3.152
N -2.474 6.174 -3.321
N -3.292 8.036 -4.024
H -1.772 5.617 -2.855
H -3.428 5.861 -3.208
H -3.133 9.020 -4.190
H -3.956 7.547 -4.608
C 8.136 -8.071 -2.613
C 7.408 -7.144 -3.529
C 6.497 -6.128 -2.790
O 5.433 -5.481 -3.518
C 4.343 -6.331 -3.997
N 8.394 -6.634 -4.479
H 8.702 -8.823 -3.163
H 7.557 -8.587 -1.847
H 9.003 -7.619 -2.132
H 6.725 -7.843 -4.010
H 7.121 -5.343 -2.362
H 6.069 -6.628 -1.922
H 4.595 -7.059 -4.769
H 3.467 -5.741 -4.266
H 3.990 -6.944 -3.167
H 8.871 -6.009 -3.846
H 7.776 -5.993 -4.956
C -1.343 8.007 3.138
C -1.870 6.684 3.337
C -3.330 6.508 2.851
O -3.629 5.085 3.001
C -4.957 4.717 2.583
N -1.090 5.945 2.453
H -1.537 8.565 2.222
H -0.278 7.947 3.359
H -1.645 8.707 3.918
H -1.554 6.387 4.337
H -3.522 6.830 1.828
H -3.951 7.113 3.512
H -5.450 5.296 1.802
H -5.574 4.799 3.477
H -5.038 3.686 2.241
H -1.356 6.263 1.532
H -0.087 5.971 2.570
```

ΔE to the lowest compared entry with this formula, charge and spin: 42.8 kcal per mole
LUMO level: 0.05 eV
molar mass: 422.53 g mol⁻¹
structure (SMILES): COC[C@H](C)N.COC[C@H](C)N.NC(N)=O.NC(N)=O.NC(N)=O.CO.CO
E: -40411.732 eV
HOMO-LUMO gap: 8.8 eV

---

10.
Molecular formula: C31H50N6O11
Method: DFT, ωB97M-V with the def2-TZVPD basis set

Geometry as XYZ:
```
98
Properties=species:S:1:pos:R:3
C -3.581 -0.632 -6.424
C -2.309 -0.617 -5.436
C -2.333 0.669 -4.464
C -3.263 0.642 -3.271
C -4.152 -0.574 -3.209
C -3.370 -1.877 -3.429
N -2.505 -1.888 -4.650
O -1.895 -3.018 -5.051
C -4.456 -3.041 -3.566
C -2.438 -2.162 -2.096
C -1.035 -0.662 -6.065
H -3.496 0.080 -7.316
H -4.654 -0.467 -6.034
H -3.507 -1.391 -7.229
H -2.524 1.546 -5.171
H -1.330 0.586 -4.038
H -4.125 1.435 -3.551
H -2.601 0.596 -2.424
H -5.010 -0.517 -3.879
H -4.514 -0.402 -2.178
H -4.074 -4.072 -3.681
H -5.098 -2.750 -4.446
H -5.030 -3.163 -2.741
H -1.832 -2.882 -1.897
H -3.215 -2.341 -1.355
H -1.961 -1.398 -1.936
H -0.988 0.585 -6.096
H -0.963 -1.268 -6.854
H -0.263 -0.959 -5.386
C -0.056 0.926 -0.099
O 0.550 0.629 1.004
O 0.658 0.408 -1.210
O -0.926 1.690 -0.453
H 1.152 -0.226 -0.996
C 2.124 -1.115 3.134
C 2.956 -1.250 4.309
C 2.829 -2.561 5.065
C 2.153 -3.836 4.494
C 1.278 -3.576 3.385
C 1.335 -2.228 2.586
N 2.133 -5.211 5.210
O 1.177 -5.974 4.903
O 2.846 -5.134 6.192
H 2.255 -0.276 2.360
H 3.446 -0.257 4.609
H 3.401 -2.532 5.912
H 0.433 -4.227 3.090
H 0.651 -1.925 1.726
C 7.219 -2.380 1.164
C 7.374 -1.106 0.484
C 6.199 -0.514 -0.320
C 4.919 -1.274 -0.268
C 4.762 -2.460 0.774
C 6.067 -3.010 1.487
N 3.763 -0.897 -1.044
O 3.744 0.273 -1.604
O 2.904 -1.679 -1.223
H 8.153 -2.846 1.558
H 8.448 -0.631 0.351
H 6.167 0.340 -0.851
H 3.870 -2.650 1.174
H 5.794 -3.811 2.158
C -3.993 0.669 0.740
O -5.036 0.923 0.224
N -4.047 -0.636 1.258
C -2.902 -1.264 2.009
C -5.311 -1.373 1.340
H -3.016 1.091 0.531
H -1.897 -0.520 1.851
H -2.883 -2.065 1.414
H -3.262 -1.430 3.184
H -6.218 -0.810 1.400
H -5.524 -1.868 2.244
H -5.580 -1.848 0.483
C -1.956 3.543 2.098
O -3.207 3.373 2.058
N -1.383 4.820 2.165
C -0.015 5.004 2.042
C -2.287 5.939 2.655
H -1.375 2.597 1.849
H 0.667 4.421 2.632
H 0.311 6.091 2.166
H 0.466 4.616 1.301
H -2.910 5.563 3.404
H -2.670 6.173 1.776
H -1.634 6.706 2.839
C 2.814 2.525 2.831
O 3.153 2.602 4.011
N 3.381 3.304 1.857
C 2.940 2.991 0.544
C 4.624 4.160 2.162
H 2.026 1.892 2.589
H 2.054 2.551 0.527
H 3.679 2.297 0.152
H 3.059 3.801 -0.095
H 5.007 4.709 1.338
H 5.474 3.720 2.315
H 4.193 4.993 2.914
```

ΔE to the lowest compared entry with this formula, charge and spin: 36.3 kcal per mole
LUMO level: -4.35 eV
molar mass: 682.77 g mol⁻¹
E: -64394.178 eV
HOMO-LUMO gap: 3.6 eV